Record 1
35
Properties=species:S:1:pos:R:3:forces:R:3 method="wB97M-V/def2-TZVPD" total_charge=+3 multiplicity=1
In -22.530 10.406 15.002 -1.2 0.7 -0.7
C -18.720 12.474 17.798 0.5 0.5 0.7
C -19.254 11.265 16.958 0.9 -1.0 -1.1
O -20.668 11.217 16.969 -0.8 0.5 0.0
O -18.950 12.227 19.171 -0.1 0.2 -0.8
H -19.194 13.413 17.485 -0.6 -0.3 0.0
H -17.657 12.699 17.705 0.1 -0.7 -0.8
H -18.770 10.334 17.279 -0.4 0.1 0.9
H -19.003 11.210 15.895 0.3 1.1 0.1
H -20.993 11.541 17.826 -0.1 -0.4 0.0
H -18.084 12.306 19.598 -0.3 -0.2 0.4
C -25.505 8.503 13.230 -0.6 -1.3 0.3
O -24.544 9.309 13.230 0.6 0.6 -0.2
N -26.133 8.171 14.391 0.1 0.0 0.8
N -25.993 7.861 12.154 1.3 1.5 1.2
H -26.457 7.222 14.521 -0.2 0.0 -0.2
H -25.851 8.587 15.267 0.1 0.2 -0.2
H -26.737 7.228 12.386 -0.3 -0.3 -1.0
H -25.534 8.036 11.273 -0.5 -0.6 -0.3
C -23.370 12.663 11.792 -3.0 1.1 -1.4
O -22.961 11.875 12.643 1.2 -1.0 1.0
N -24.099 13.795 12.106 1.7 -1.4 0.7
N -23.445 12.373 10.472 0.9 -0.4 0.5
H -24.213 13.928 13.100 -0.3 0.6 -0.2
H -24.493 14.358 11.373 -0.3 0.4 0.3
H -23.814 13.034 9.810 0.0 -0.1 -0.1
H -23.078 11.497 10.131 0.2 0.2 0.0
C -26.228 12.249 15.123 -1.6 1.6 1.9
O -25.105 11.748 14.909 0.8 -0.6 -0.7
N -27.031 12.719 14.139 1.3 -1.3 -0.2
N -26.653 12.462 16.399 1.5 -0.8 -1.2
H -27.897 13.174 14.374 -0.2 -0.1 -0.3
H -26.902 12.163 13.304 -0.6 0.6 -0.4
H -25.876 12.311 17.025 -0.7 0.3 0.8
H -27.533 12.882 16.645 0.1 0.1 0.2

***

Record 2
28
Properties=species:S:1:pos:R:3:forces:R:3 method="wB97M-V/def2-TZVPD" smiles="C=CCCNCN.O.O.O" de_lowest_kj_mol=369.2 multiplicity=1
C -0.335 -0.453 -1.882 0.2 -0.7 -1.0
C -0.845 0.795 -1.140 -2.1 2.5 -0.8
C 0.206 1.670 -0.539 1.9 1.5 3.5
C 0.911 2.725 -1.036 -2.2 -2.7 0.6
N -0.835 -1.739 -1.483 -4.0 -1.0 0.4
C -0.400 -2.652 -0.395 0.9 -1.3 -2.0
N 0.818 -2.323 0.256 -2.8 1.7 4.0
H 0.775 -0.382 -1.819 -0.6 -0.5 -0.1
H -0.559 -0.482 -3.025 0.3 0.9 1.9
H -1.300 1.449 -1.916 0.3 -0.3 0.0
H -1.774 0.800 -0.425 1.8 -1.1 -1.0
H 0.414 1.499 0.639 -0.3 0.1 -2.8
H 1.588 3.327 -0.523 1.0 0.4 1.4
H 0.783 3.079 -2.005 -0.5 0.2 -1.9
H -1.950 -1.806 -1.548 3.4 0.4 0.0
H -0.156 -3.625 -1.019 -0.8 1.3 1.8
H -1.187 -2.827 0.369 0.4 0.1 -0.6
H 0.806 -1.474 0.890 -0.2 -1.5 -1.1
H 1.599 -2.273 -0.260 3.0 -0.4 -2.4
H -3.501 1.308 1.464 -0.4 -1.4 1.2
H -3.159 -0.167 1.612 0.3 -0.7 -0.2
O -3.678 0.504 2.040 0.1 2.0 -0.9
H 0.644 1.130 3.932 1.1 1.8 -1.5
H 0.117 1.692 2.659 0.4 0.5 -0.1
O 0.914 1.805 3.205 -1.6 -2.2 1.7
H 4.049 -0.711 -0.155 -1.2 -0.3 -0.4
H 2.444 -0.809 -0.567 0.9 -0.2 0.0
O 3.173 -0.284 -0.215 0.5 0.7 0.3

***

| no. | frontier orbital gap (eV) | LUMO (eV) | HOMO (Eh) |
| --- | --- | --- | --- |
| 1 | 2.4219 | -16.11 | -0.681 |
| 2 | 8.7622 | 0.31 | -0.311 |